Density functional theory data (ωB97M-V/def2-TZVPD) for a single C5H6O3 molecule in a non-equilibrium geometry.

Properties
- SMILES = C=C(O)C(=C)C(=O)O
- lowest unoccupied orbital energy (eV) = 0.23
- orbital gap (eV) = 9.362

```
14
C5H6O3, DFT ωB97M-V/def2-TZVPD
C 1.2062 1.5999 -0.6237
C 0.9574 0.4563 0.0280
O 1.9643 -0.2849 0.6020
C -0.3738 -0.0983 0.2111
C -1.3446 0.6141 0.8140
C -0.6448 -1.4811 -0.2831
O 0.1416 -2.2190 -0.8555
O -1.9159 -1.8861 -0.0859
H 0.4040 2.1800 -1.0704
H 2.2107 1.9921 -0.7330
H 2.8183 0.0793 0.3166
H -2.3433 0.2170 0.9650
H -1.1612 1.6157 1.1893
H -1.9188 -2.7850 -0.4745
```



Density functional theory data (ωB97M-V/def2-TZVPD) for a molecular structure, C21H26F6NO2P2SZr in a non-equilibrium geometry.

Properties
- lowest unoccupied orbital energy (alpha / beta) (eV) = -12.65 / -15.56
- total charge = +4
- orbital gap (alpha / beta) (eV) = 8.010 / 5.073
- 2S+1 = 2

```
60
C21H26F6NO2P2SZr, DFT ωB97M-V/def2-TZVPD
Zr -0.8119 0.1422 0.3511
O 0.3387 -0.1492 -1.5431
C 1.5911 -0.8987 -1.3724
C 1.5465 -1.7232 -0.1093
C 2.3890 -2.7988 0.0416
C 2.3954 -3.4858 1.2516
C 1.5392 -3.0918 2.2750
C 0.7091 -2.0210 2.0607
N 0.7077 -1.3299 0.8893
H 0.0240 -0.2561 -2.4479
H 2.4057 -0.1819 -1.3108
H 1.7568 -1.5388 -2.2349
H 3.0502 -3.0927 -0.7645
H 3.0672 -4.3238 1.3941
H 1.5316 -3.5989 3.2305
H 0.0405 -1.6681 2.8359
C 2.4622 2.3155 -0.4153
P 0.7513 2.4029 0.1696
C -0.0740 3.4856 -1.0244
C 0.8108 3.3414 1.7246
H 2.8369 3.3412 -0.4129
H 2.5274 1.9367 -1.4347
H 3.0866 1.7220 0.2534
H -1.1244 3.6309 -0.7769
H 0.0135 3.0846 -2.0350
H 0.4226 4.4581 -1.0034
H 0.0391 4.1108 1.7212
H 1.7838 3.8290 1.7969
H 0.6804 2.7077 2.5995
O -1.9534 -1.3299 -0.6048
S -2.9839 -1.8065 -1.6701
C -4.4334 -0.8623 -1.6430
C -4.6849 -0.1452 -2.8238
C -5.8541 0.5891 -2.9104
C -6.7568 0.5810 -1.8488
C -6.4893 -0.1368 -0.6763
C -5.3367 -0.8814 -0.5630
C -3.6678 -3.3359 -1.0986
C -3.5242 -3.8455 0.1942
C -4.1172 -5.0505 0.4688
C -4.8813 -5.7477 -0.5527
C -4.9837 -5.2353 -1.8606
C -4.3987 -4.0377 -2.1405
H -3.9866 -0.1647 -3.6525
H -6.0662 1.1682 -3.7994
H -7.6911 1.1195 -1.9426
H -7.2074 -0.1291 0.1336
H -5.1520 -1.4724 0.3248
H -2.9622 -3.3117 0.9461
H -4.0307 -5.5026 1.4498
H -5.3923 -6.6680 -0.2889
H -5.5291 -5.7808 -2.6204
H -4.4787 -3.6028 -3.1318
F -1.0631 0.7377 2.2258
P -3.0596 1.4021 1.9614
F -4.4394 1.7382 1.4411
F -3.2417 1.2630 3.4549
F -3.0830 -0.1449 1.6306
F -2.3722 2.7508 1.9121
F -2.4146 1.3438 0.0375
```



Density functional theory data (ωB97M-V/def2-TZVPD) for a single C25H21N3O2S2 molecule in a non-equilibrium geometry.

Properties
- SMILES = COc1ccc2c(c1)N(C)/C(=C1/S/C(=N\Cc3ccccc3)N(c3ccccc3)C1=O)S2
- lowest unoccupied orbital energy (eV) = 0.43
- orbital gap (eV) = 7.769

```
53
C25H21N3O2S2, DFT ωB97M-V/def2-TZVPD
C -3.0067 -6.6299 -4.7983
O -3.2625 -5.4611 -4.0561
C -2.2476 -4.8981 -3.3494
C -0.9449 -5.3947 -3.2992
C 0.0223 -4.7467 -2.5484
C -0.3225 -3.6073 -1.8538
C -1.6248 -3.0969 -1.8933
C -2.5914 -3.7439 -2.6440
N -1.7990 -1.9529 -1.1428
C -3.1016 -1.3344 -1.1048
C -0.6775 -1.5258 -0.5016
C -0.4143 -0.4565 0.3228
S 1.2576 -0.3370 0.8997
C 0.8761 1.1371 1.8438
N 1.6585 1.7932 2.5711
C 3.0468 1.4392 2.6737
C 3.8277 2.1732 1.6130
C 4.3348 1.5006 0.5104
C 5.0135 2.1923 -0.4785
C 5.1846 3.5617 -0.3767
C 4.6717 4.2394 0.7171
C 3.9957 3.5489 1.7062
N -0.4383 1.4582 1.6504
C -1.0078 2.6015 2.2721
C -0.8501 2.8016 3.6363
C -1.4177 3.9123 4.2325
C -2.1482 4.8147 3.4773
C -2.3062 4.6072 2.1181
C -1.7333 3.5050 1.5090
C -1.2071 0.6279 0.8461
O -2.3972 0.8443 0.6665
S 0.6819 -2.5983 -0.8396
H -2.6872 -7.4541 -4.1530
H -3.9529 -6.8892 -5.2703
H -2.2522 -6.4577 -5.5722
H -0.6706 -6.2848 -3.8402
H 1.0302 -5.1263 -2.5067
H -3.6059 -3.3900 -2.7066
H -3.3943 -1.0377 -2.1136
H -3.8311 -2.0464 -0.7150
H -3.0821 -0.4558 -0.4636
H 3.3782 1.7466 3.6697
H 3.1882 0.3543 2.5571
H 4.1975 0.4321 0.4252
H 5.4077 1.6589 -1.3314
H 5.7144 4.1007 -1.1487
H 4.7992 5.3092 0.7986
H 3.5860 4.0737 2.5565
H -0.2813 2.0941 4.2175
H -1.2941 4.0699 5.2937
H -2.5938 5.6784 3.9482
H -2.8739 5.3085 1.5248
H -1.8547 3.3409 0.4500
```



Calculated values (eV) of E for the records, taken in order: -11423.822, -74747.874, -56501.778.